# 1
{"formula": "C15H15DyN2O6", "method": "ωB97M-V/def2-TZVPD", "symbols": ["O", "C", "Dy", "O", "C", "C", "O", "C", "O", "C", "O", "H", "C", "C", "N", "C", "C", "C", "O", "C", "C", "C", "C", "N", "C", "H", "H", "H", "H", "H", "H", "H", "H", "H", "H", "H", "H", "H", "H"], "xyz": [[-4.892118, -5.059400, -2.888139], [-4.595370, -4.151938, -2.258683], [-2.929586, -2.275589, -1.844309], [-3.086875, -3.705588, -5.116495], [-3.096666, -3.102696, -4.139446], [-2.315620, -0.112457, -2.761693], [-1.837687, 0.879505, -3.052968], [-3.960970, -0.640504, -0.545525], [-3.999351, 0.314158, 0.121824], [-4.869387, -0.574938, -2.955320], [-5.593024, 0.260902, -3.227172], [-4.674101, -1.685360, -0.747252], [1.681507, 4.029042, 0.811261], [2.137313, 3.050794, 1.860358], [2.045623, 1.660240, 1.411014], [3.318518, 0.997485, 1.182149], [4.075079, 0.704673, 2.479820], [0.756323, 1.191728, 1.239129], [-0.226162, 1.849868, 1.585864], [0.470905, -0.194478, 0.668949], [1.246554, -1.280770, 1.046485], [0.940616, -2.528996, 0.512969], [-0.185281, -2.694290, -0.273760], [-1.008173, -1.666241, -0.572151], [-0.666998, -0.418267, -0.112348], [2.248148, 3.909637, -0.115740], [1.844206, 5.052346, 1.155006], [0.620684, 3.909087, 0.586516], [3.168970, 3.240597, 2.124801], [1.520737, 3.165393, 2.757110], [3.223487, 0.080044, 0.603951], [3.951731, 1.658692, 0.573163], [3.467723, 0.090955, 3.157981], [5.011839, 0.168871, 2.271535], [4.327107, 1.632532, 3.009548], [2.081200, -1.165704, 1.741741], [1.580001, -3.371050, 0.687321], [-0.459794, -3.667469, -0.666712], [-1.321107, 0.449189, -0.310785]], "forces_ev_per_a": [[0.6, 2.6, 2.1], [-1.4, -3.4, -1.9], [0.9, 0.1, 1.7], [-0.1, 2.1, 3.5], [0.3, -2.2, -5.4], [2.6, 3.4, -1.8], [-1.4, -2.2, 0.8], [0.0, 0.6, 0.7], [-0.6, -1.8, -0.9], [-2.3, 1.8, -0.9], [1.8, -2.0, 0.6], [-0.7, 1.3, 1.5], [-0.1, 0.4, -0.5], [-0.4, 0.1, 0.5], [-1.6, -0.7, -0.5], [0.8, 0.0, -0.2], [-0.1, -0.1, 0.2], [0.3, 0.8, 0.6], [0.5, -0.6, -0.6], [0.3, 0.3, 0.3], [0.0, -0.5, -0.3], [-0.1, -0.1, -0.1], [0.2, 0.7, 0.2], [0.6, 1.1, 0.4], [0.1, -0.2, 0.2], [0.0, 0.0, 0.0], [0.0, -0.1, 0.0], [0.1, 0.0, 0.1], [0.2, 0.0, 0.1], [0.2, 0.0, 0.0], [-0.2, 0.1, -0.1], [-0.3, -0.1, 0.0], [0.1, 0.1, -0.1], [-0.3, 0.2, 0.0], [-0.1, -0.3, -0.1], [-0.3, -0.1, -0.3], [0.1, -0.3, 0.2], [0.1, -0.1, 0.0], [0.3, -0.7, 0.0]], "mulliken_spin": [0.008, -0.036, 5.669, 0.007, -0.006, -0.014, -0.006, -0.265, -0.134, 0.000, -0.007, -0.155, 0.000, 0.000, 0.000, 0.000, 0.000, 0.000, -0.001, 0.010, 0.000, -0.006, 0.015, -0.116, 0.025, 0.000, 0.000, 0.000, 0.000, 0.000, 0.000, 0.000, 0.000, 0.000, 0.000, 0.000, 0.000, -0.006, 0.018], "total_charge": 2, "spin_multiplicity": 6, "e_tot_ha": -2025.864428, "orbital_gap_ev": [4.27, 5.64], "e_lumo_ev": [-9.772, -8.412]}

# 2
{"formula": "C7H13NO2S", "method": "ωB97M-V/def2-TZVPD", "symbols": ["C", "C", "C", "C", "C", "C", "C", "N", "O", "O", "S", "H", "H", "H", "H", "H", "H", "H", "H", "H", "H", "H", "H", "H"], "xyz": [[4.086209, 0.104524, 0.332752], [-1.359290, -1.669421, -0.684501], [2.959728, -0.384164, 0.874885], [-0.433160, -0.979471, -0.407879], [1.034305, 0.905716, -1.125227], [1.797874, -1.032397, 0.093519], [0.621991, -0.058690, -0.031633], [-2.972416, 1.131902, 0.717833], [-5.129269, 0.885954, -0.329825], [-4.082993, -1.007209, 0.813567], [-3.734133, -0.098408, -0.235175], [4.808614, 0.461760, 0.909654], [4.319827, 0.142342, -0.801858], [-4.946199, 1.634194, 0.265829], [-1.923161, -2.523831, -0.882594], [2.957340, -0.275077, 1.902005], [1.334568, 0.347533, -1.912570], [0.107137, 1.364967, -1.463015], [1.748677, 1.543953, -0.871862], [1.379447, -1.964584, 0.739013], [2.210094, -1.278806, -0.800124], [0.220734, 0.344546, 0.834824], [-2.839495, 0.810520, 1.661032], [-2.166431, 1.594147, 0.401347]], "forces_ev_per_a": [[-3.2, -1.7, -4.3], [0.0, -1.0, -0.2], [0.8, -0.1, -2.7], [-0.1, 1.4, -0.6], [-5.2, -0.9, 0.8], [-0.2, -0.2, 6.8], [1.0, -2.1, -2.3], [-0.6, -0.3, -0.2], [0.9, -0.6, -0.8], [-0.1, -1.9, 0.4], [-1.5, 3.3, 1.5], [3.0, 1.7, 2.5], [-0.6, -0.3, 1.9], [0.0, -0.3, -0.2], [-0.9, -0.5, -0.2], [-0.7, -0.1, 2.2], [1.1, -1.8, -2.6], [0.2, 0.8, -0.1], [2.9, 2.9, 1.3], [1.4, 1.8, -1.7], [0.5, -1.1, -2.8], [0.2, 1.3, 2.1], [0.0, -0.5, 0.2], [1.2, 0.5, -0.9]], "mulliken_charge": [-0.892, -0.283, -0.252, -0.686, -1.755, -0.793, 0.669, -0.613, -0.497, -0.517, 0.611, 0.376, 0.195, 0.364, 0.551, 0.374, 0.458, 0.399, 0.488, 0.284, 0.522, 0.479, 0.270, 0.249], "total_charge": 0, "e_tot_ha": -877.760563, "orbital_gap_ev": 10.41, "e_lumo_ev": 0.645}

Q: Number 2 is which compound?
A: C7H13NO2S